Record 1
# C3H7NO2

One molecule with the formula C3H7NO2 (ωB97M-V with the def2-TZVPD basis set, OMol25).

The geometry in ORCA input format:
```
! RIJCOSX wB97M-V def2-TZVPD def2/J DEFGRID3
* xyz 0 1
C -0.2586 0.6708 1.1475
C 0.4028 0.3626 -0.1391
N 1.7155 -0.3011 -0.0216
C -0.6027 -0.3790 -1.0992
O -0.7324 -0.4478 -2.2825
O -1.6477 -0.8750 -0.2712
H 0.4964 0.5155 1.9550
H -0.4241 1.7794 1.3395
H -1.1544 0.1906 1.3057
H 0.5340 1.3765 -0.6696
H 2.2675 -0.3581 -0.9022
H 1.7087 -1.2063 0.3814
H -2.3052 -1.3280 -0.7436
*
```

The structure (SMILES) is C[C@@H](N)C(=O)O. The total energy comes out at -8809.044 eV. The calculation puts the energy above the lowest of the compared OMol25 structures with the same formula, charge and spin at 34.2 kcal/mol. For the LUMO energy, the calculation gives 0.730 eV. The HOMO-LUMO gap comes out at 10.3 eV.

***

Record 2
# C3H7NO2

One molecule with the formula C3H7NO2 (ωB97M-V with the def2-TZVPD basis set, OMol25).

The geometry in ORCA input format:
```
! RIJCOSX wB97M-V def2-TZVPD def2/J DEFGRID3
* xyz 0 1
C -0.7246 1.1727 0.2640
C -0.0700 0.0112 -0.4024
C -0.4005 -1.3296 0.2071
N 1.4677 0.1323 -0.3506
O 2.0091 0.2139 0.7500
O 1.9960 0.2968 -1.4471
H -1.7799 0.9623 0.3036
H -0.5318 2.0855 -0.2886
H -0.4403 1.3226 1.3156
H -0.2892 0.0515 -1.4753
H -1.4289 -1.6859 -0.0313
H 0.3996 -2.0193 -0.1315
H -0.2071 -1.2141 1.2867
*
```

The structure (SMILES) is CC(C)[N+](=O)[O-]. The total energy comes out at -8806.855 eV. The calculation puts the energy above the lowest of the compared OMol25 structures with the same formula, charge and spin at 84.7 kcal/mol. For the LUMO energy, the calculation gives 0.366 eV. The HOMO-LUMO gap comes out at 11.4 eV.

***

Record 3
# C3H7NO2

One molecule with the formula C3H7NO2 (ωB97M-V with the def2-TZVPD basis set, OMol25).

The geometry in ORCA input format:
```
! RIJCOSX wB97M-V def2-TZVPD def2/J DEFGRID3
* xyz 0 1
C 0.3727 -1.4249 1.0267
C -0.7882 -0.6090 0.3460
N -0.2944 0.2093 -0.8034
C 0.2188 1.4100 -0.5700
O 0.7690 1.7642 0.4970
O 0.1988 2.0490 -1.7771
H -0.0331 -2.1118 1.8164
H 0.9769 -1.9513 0.2280
H 1.1351 -0.8540 1.4732
H -1.6764 -1.3410 0.0988
H -1.1868 0.0084 1.0482
H -0.3777 -0.0437 -1.6815
H 0.6853 2.8947 -1.7024
*
```

The structure (SMILES) is CCNC(=O)O. The total energy comes out at -8809.497 eV. The calculation puts the energy above the lowest of the compared OMol25 structures with the same formula, charge and spin at 23.8 kcal/mol. For the LUMO energy, the calculation gives 0.778 eV. The HOMO-LUMO gap comes out at 10.7 eV.

***

Record 4
# C3H7NO2S

One molecule with the formula C3H7NO2S (ωB97M-V with the def2-TZVPD basis set, OMol25).

The geometry in ORCA input format:
```
! RIJCOSX wB97M-V def2-TZVPD def2/J DEFGRID3
* xyz 0 1
C -2.2174 -0.7387 -1.1238
S -2.1801 -0.0791 0.5978
N -0.4731 0.1661 0.6518
O -0.1361 1.3348 1.3041
C 0.6468 -0.9574 0.7076
C 2.0179 -0.3415 0.8376
O 0.2336 -2.0811 0.4928
H -2.0328 -0.0935 -1.9269
H -3.3061 -1.0106 -1.0594
H -1.6991 -1.7166 -1.2565
H -0.7877 1.5239 1.9329
H 2.7188 -1.1432 0.4164
H 1.9621 0.5175 0.2436
H 2.0564 0.0410 1.9313
*
```

The structure (SMILES) is CSN(O)C(C)=O. The total energy comes out at -19641.679 eV. The calculation puts the energy above the lowest of the compared OMol25 structures with the same formula, charge and spin at 90.5 kcal/mol. For the LUMO energy, the calculation gives 0.634 eV. The HOMO-LUMO gap comes out at 8.9 eV.

***

Record 5
# C3H7NO2S

One molecule with the formula C3H7NO2S (ωB97M-V with the def2-TZVPD basis set, OMol25).

The geometry in ORCA input format:
```
! RIJCOSX wB97M-V def2-TZVPD def2/J DEFGRID3
* xyz 0 1
O 1.3626 1.3144 1.7825
C 1.6715 0.8295 0.7207
O 2.8665 1.0288 0.1224
N 0.8847 0.0286 -0.0275
C -0.5450 0.0231 0.1336
C -1.1688 -0.8862 -0.9009
S -2.9795 -1.0552 -0.7542
H 3.4278 1.4626 0.7796
H 1.2823 -0.5257 -0.7637
H -0.8252 -0.2949 1.1388
H -0.9917 1.0175 0.0139
H -1.0274 -0.4774 -1.8973
H -0.7788 -1.8928 -0.8282
H -3.1789 -0.5722 0.4801
*
```

The structure (SMILES) is O=C(O)NCCS. The total energy comes out at -19645.478 eV. The calculation puts the energy above the lowest of the compared OMol25 structures with the same formula, charge and spin at 2.9 kcal/mol. For the LUMO energy, the calculation gives 0.679 eV. The HOMO-LUMO gap comes out at 10.0 eV.

***

Record 6
# C3H7NO2S

One molecule with the formula C3H7NO2S (ωB97M-V with the def2-TZVPD basis set, OMol25).

The geometry in ORCA input format:
```
! RIJCOSX wB97M-V def2-TZVPD def2/J DEFGRID3
* xyz 0 1
O 2.0327 -0.1135 1.7413
C 1.4776 0.7497 1.1103
O 1.9447 2.0095 0.9766
N 0.2540 0.6164 0.4582
C 0.0206 -0.7401 0.0383
C -1.3488 -0.9853 -0.6428
S -1.6176 0.3039 -1.8234
H 2.8440 2.0271 1.2675
H 0.0632 1.3677 -0.1807
H 0.6528 -1.1914 -0.7666
H 0.2252 -1.4531 0.8320
H -1.4273 -1.9891 -1.0843
H -2.1902 -1.2090 0.0297
H -2.9308 0.6072 -1.9562
*
```

The structure (SMILES) is O=C(O)NCCS. The total energy comes out at -19644.830 eV. The calculation puts the energy above the lowest of the compared OMol25 structures with the same formula, charge and spin at 17.8 kcal/mol. For the LUMO energy, the calculation gives 0.665 eV. The HOMO-LUMO gap comes out at 10.0 eV.